[1]
{"formula": "C27H66BN2O5Rb", "method": "ωB97M-V with the def2-TZVPD basis set", "species": ["Rb", "B", "H", "H", "H", "H", "C", "C", "C", "C", "C", "C", "N", "O", "C", "C", "C", "H", "H", "H", "H", "H", "H", "H", "H", "H", "H", "H", "H", "H", "H", "H", "H", "H", "H", "H", "C", "C", "C", "C", "C", "C", "N", "O", "C", "C", "C", "H", "H", "H", "H", "H", "H", "H", "H", "H", "H", "H", "H", "H", "H", "H", "H", "H", "H", "H", "C", "C", "C", "O", "H", "H", "H", "H", "H", "H", "H", "H", "C", "C", "C", "O", "H", "H", "H", "H", "H", "H", "H", "H", "C", "C", "C", "O", "H", "H", "H", "H", "H", "H", "H", "H"], "positions_angstrom": [[-2.15021, -2.45266, -1.07356], [0.12608, -0.32158, 1.06848], [-0.77598, 0.26689, 1.00340], [0.49103, -0.30482, 2.08374], [-0.15784, -1.33482, 0.82976], [0.83537, 0.09464, 0.36999], [2.84887, 0.89454, -2.02219], [2.21891, 0.26682, -3.26309], [3.34744, -0.03831, -4.32914], [4.34784, -1.16493, -3.98703], [3.52269, -2.44894, -3.63726], [2.25254, -2.26431, -2.64085], [1.48002, -0.99828, -2.92637], [0.38397, -0.83456, -2.10279], [1.43427, -3.55364, -2.99486], [2.73386, -2.49637, -1.18626], [1.31940, 1.30053, -3.96706], [2.12048, 0.83936, -1.21317], [3.21345, 1.91909, -2.09614], [3.64953, 0.28016, -1.61041], [2.82775, -0.16011, -5.27950], [3.88772, 0.88634, -4.53218], [5.01763, -0.89919, -3.16920], [4.99042, -1.27372, -4.86073], [4.36361, -3.02815, -3.25586], [3.21560, -2.98087, -4.53773], [1.32375, -3.67118, -4.07286], [1.85058, -4.45722, -2.54953], [0.41541, -3.44230, -2.62390], [3.19907, -1.61148, -0.75192], [1.91742, -2.56493, -0.46736], [3.44364, -3.29766, -0.98073], [1.90268, 1.96839, -4.60097], [0.68547, 1.84357, -3.26612], [0.59500, 0.81691, -4.62239], [0.71229, -0.50170, -1.26434], [-4.09636, 2.73451, 1.84313], [-4.83810, 1.99472, 0.67712], [-5.70962, 3.01610, -0.03662], [-5.05990, 3.94494, -1.07583], [-4.27067, 3.22244, -2.15843], [-3.31821, 2.16601, -1.50887], [-3.85334, 1.44214, -0.34315], [-3.12430, 0.27961, 0.00281], [-2.96833, 1.25492, -2.70053], [-1.98239, 2.92373, -0.93542], [-5.85397, 0.92095, 1.30230], [-4.84092, 2.94610, 2.61058], [-3.52907, 3.61200, 1.53284], [-3.39347, 2.12522, 2.41128], [-6.65675, 2.63306, -0.41650], [-6.10119, 3.74100, 0.67703], [-4.57397, 4.69965, -0.45745], [-5.88804, 4.51970, -1.49048], [-3.64238, 3.91678, -2.71632], [-4.94212, 2.80478, -2.90864], [-2.10971, 0.61447, -2.49884], [-3.87530, 0.69001, -2.91588], [-2.76395, 1.72213, -3.66388], [-2.32864, 3.75987, -0.32790], [-1.35628, 2.31246, -0.28546], [-1.34846, 3.38868, -1.69044], [-6.23021, 0.41115, 0.41537], [-6.73868, 1.35510, 1.76804], [-5.38629, 0.11271, 1.86453], [-2.47622, 0.65508, 0.60332], [0.30797, 2.95471, 2.62837], [0.09948, 2.14836, 3.91266], [-0.65679, 2.94210, 4.94691], [-0.64605, 1.00490, 3.63438], [0.97360, 2.38638, 1.97872], [0.61099, 3.97595, 2.85932], [-0.54630, 3.02029, 1.95455], [1.09688, 1.89872, 4.27457], [-1.70410, 3.05171, 4.66543], [-0.18955, 3.91761, 5.08168], [-0.61605, 2.43017, 5.90836], [-0.35799, 0.64536, 2.79216], [0.49213, -4.85279, 2.98760], [0.68450, -4.55729, 1.44540], [0.64515, -5.86846, 0.65226], [-0.38716, -3.77655, 0.93374], [-0.49109, -5.26957, 3.20593], [0.65579, -3.90009, 3.49128], [1.31889, -5.51089, 3.25496], [1.55037, -3.90925, 1.30964], [1.50708, -6.42417, 1.02152], [0.64298, -5.65059, -0.41574], [-0.19538, -6.47565, 0.98832], [-0.17853, -2.84769, 1.05740], [4.56963, -1.28131, 3.60603], [3.31583, -0.55330, 2.92904], [3.71035, 0.55099, 1.98009], [2.70247, -1.61886, 2.18500], [5.09331, -0.65687, 4.32986], [5.18912, -1.58471, 2.76207], [4.42809, -2.23602, 4.11257], [2.64933, -0.19463, 3.71340], [3.92747, 0.12628, 1.00000], [4.67474, 0.98707, 2.24060], [2.91170, 1.24830, 1.72705], [1.87821, -1.31576, 1.79730]], "homo_ha": [-0.3847, -0.3847], "charge": 1, "s_squared": 0.76, "spin_multiplicity": 2}

[2]
{"formula": "C27H66CdF6N2O13S2", "method": "ωB97M-V with the def2-TZVPD basis set", "species": ["Cd", "C", "C", "C", "C", "C", "C", "N", "O", "C", "C", "C", "H", "H", "H", "H", "H", "H", "H", "H", "H", "H", "H", "H", "H", "H", "H", "H", "H", "H", "C", "F", "F", "F", "S", "O", "O", "N", "S", "O", "O", "C", "F", "F", "F", "C", "C", "O", "H", "H", "H", "H", "H", "H", "C", "C", "O", "H", "H", "H", "H", "H", "H", "C", "C", "O", "H", "H", "H", "H", "H", "H", "C", "C", "O", "H", "H", "H", "H", "H", "H", "C", "C", "O", "H", "H", "H", "H", "H", "H", "C", "C", "O", "H", "H", "H", "H", "H", "H", "C", "C", "O", "H", "H", "H", "H", "H", "H", "C", "C", "O", "H", "H", "H", "H", "H", "H"], "positions_angstrom": [[-1.38762, 0.92581, 0.07406], [-1.56897, 2.81842, -3.45364], [-1.89897, 4.11100, -2.72772], [-2.97409, 4.81887, -3.56548], [-3.73374, 5.86279, -2.74109], [-4.38421, 5.20722, -1.52079], [-3.32666, 4.57052, -0.63681], [-2.43038, 3.77818, -1.43805], [-1.75357, 2.78935, -0.75939], [-4.04855, 3.70228, 0.38271], [-2.55712, 5.65609, 0.14013], [-0.63243, 5.00317, -2.66079], [-1.41899, 3.00319, -4.52306], [-2.42037, 2.13279, -3.37916], [-0.67758, 2.29806, -3.10237], [-3.59983, 4.09548, -4.08485], [-2.46542, 5.46904, -4.28761], [-4.51743, 6.26366, -3.38927], [-3.08137, 6.65973, -2.38768], [-5.15932, 4.51304, -1.85878], [-4.91191, 6.01923, -1.00600], [-3.42646, 3.45025, 1.24053], [-4.33631, 2.75160, -0.07955], [-4.97724, 4.18956, 0.68045], [-1.78858, 5.22054, 0.77950], [-3.22871, 6.26483, 0.75213], [-2.01480, 6.31036, -0.54639], [0.06967, 4.74779, -3.46173], [-0.17462, 4.87774, -1.68216], [-0.83620, 6.05818, -2.86516], [0.47525, -2.66748, -0.21387], [1.17944, -2.38636, -1.29475], [-0.77463, -3.02712, -0.50925], [1.02235, -3.70121, 0.42716], [0.43025, -1.21411, 0.98348], [-0.95125, -1.26604, 1.42851], [1.41789, -1.42530, 1.96712], [0.49512, 0.16653, -0.03828], [2.08908, 0.50917, -0.03684], [2.37314, 1.33074, 1.09451], [2.93287, -0.59492, -0.28521], [2.23003, 1.67092, -1.47111], [1.70064, 1.12139, -2.57026], [1.57163, 2.79019, -1.19212], [3.50614, 1.95031, -1.64763], [-1.28844, 3.68354, 3.50203], [-0.44219, 2.96633, 2.44242], [-0.89361, 1.60661, 2.28611], [-2.31925, 3.34195, 3.40650], [-1.22549, 4.76461, 3.38510], [-0.93715, 3.42751, 4.50340], [0.59496, 2.99543, 2.77507], [-0.60053, 3.44620, 1.47949], [-0.68349, 1.10666, 3.09389], [-2.00901, -1.99001, -3.37498], [-1.45376, -0.67841, -2.82478], [-2.11523, -0.26616, -1.59203], [-2.06596, -1.99072, -4.45811], [-2.98627, -2.19902, -2.93410], [-1.37732, -2.80386, -3.01821], [-1.55845, 0.13496, -3.54387], [-0.39087, -0.74425, -2.60599], [-2.99681, 0.02239, -1.85947], [0.41943, -0.75834, 6.34776], [0.09500, -1.40366, 5.02067], [-0.63077, -0.43103, 4.25461], [1.02409, 0.13144, 6.10042], [1.13012, -1.26435, 6.99812], [-0.47113, -0.34723, 6.81784], [-0.50194, -2.31072, 5.14385], [1.03115, -1.66295, 4.51792], [-1.00327, -0.93455, 3.51756], [3.08823, -5.06732, -1.82582], [4.07481, -3.93696, -1.92650], [4.64483, -3.84313, -0.59425], [3.53749, -6.03567, -1.60704], [2.53926, -5.24885, -2.75942], [2.30559, -4.85879, -1.10255], [3.57945, -2.98817, -2.14019], [4.93520, -4.16185, -2.55879], [5.42210, -3.27744, -0.60940], [-4.46112, -5.16674, 0.01507], [-3.81257, -4.40638, 1.13268], [-4.18095, -4.88811, 2.42143], [-5.52926, -4.92402, -0.01104], [-4.29682, -6.24015, -0.00070], [-4.17595, -4.75047, -0.96132], [-4.07552, -3.35062, 1.06094], [-2.71769, -4.42422, 1.04371], [-3.82758, -5.77716, 2.51588], [-0.31611, -6.66572, -3.56724], [-0.87535, -6.06823, -2.29579], [-1.92367, -6.87843, -1.74574], [0.22258, -7.59353, -3.38288], [0.45656, -5.98277, -3.94678], [-1.04911, -6.78231, -4.36459], [-1.21706, -5.03777, -2.43295], [-0.08882, -6.06667, -1.54006], [-2.71156, -6.74220, -2.28018], [3.66944, 0.12227, 4.03855], [4.25683, -1.19027, 3.56010], [5.69826, -1.00415, 3.49885], [4.13151, 0.39517, 4.98451], [2.58167, 0.11697, 4.10995], [3.89495, 0.86042, 3.26574], [3.93386, -1.43340, 2.55021], [4.04659, -2.01360, 4.24508], [6.12914, -1.69323, 4.00821], [6.29894, 2.29059, 0.23373], [5.93022, 0.86642, 0.58906], [6.94996, 0.24907, 1.35260], [5.95373, 2.57310, -0.76504], [7.38590, 2.35450, 0.13609], [5.95413, 3.04316, 0.94179], [5.81480, 0.29702, -0.34689], [4.92788, 0.81095, 1.02294], [6.51526, -0.14920, 2.12346]], "homo_ha": -0.2361}